# 1
{"formula": "C38H58BClGdN8PS5", "method": "ωB97M-V with the def2-TZVPD basis set", "s2": 16.08, "homo_ev": [-1.94, -1.79], "lumo_energy_ev": [3.94, 3.04], "gap_ev": [5.9, 4.8], "multiplicity": 8, "total_charge": -2, "elements": ["Gd", "C", "C", "C", "C", "N", "C", "C", "N", "B", "N", "C", "C", "N", "C", "S", "C", "C", "C", "C", "N", "C", "C", "N", "C", "S", "C", "C", "C", "C", "C", "S", "H", "H", "H", "H", "H", "H", "H", "H", "H", "H", "H", "H", "H", "H", "H", "H", "H", "H", "H", "H", "H", "H", "H", "H", "H", "H", "H", "H", "H", "H", "H", "H", "H", "H", "C", "C", "C", "C", "C", "C", "C", "C", "C", "C", "H", "H", "H", "H", "H", "H", "H", "H", "H", "H", "H", "H", "H", "H", "H", "S", "C", "C", "N", "C", "S", "C", "N", "Cl", "C", "P", "C", "C", "H", "H", "H", "H", "H", "H", "H", "H", "H"], "positions_angstrom": [[-0.7042, 1.7233, 0.2800], [1.5288, -0.5304, 5.0426], [1.5382, -2.0652, 4.9514], [2.9056, -2.4653, 5.5437], [0.3782, -2.6941, 5.7916], [1.4703, -2.4408, 3.5491], [2.4264, -3.2276, 2.9085], [2.1467, -3.2509, 1.5996], [1.0469, -2.4416, 1.4001], [0.5198, -1.8963, 0.0840], [-0.8726, -2.5274, -0.2092], [-1.0458, -3.9128, -0.1133], [-2.2246, -4.2237, -0.6566], [-2.8619, -3.0529, -0.9993], [-2.0347, -1.9797, -0.6703], [-2.4076, -0.3624, -0.9534], [-4.2973, -2.9719, -1.3581], [-4.8381, -4.3953, -1.5466], [-5.0448, -2.2896, -0.2098], [-4.4827, -2.3212, -2.7035], [1.4292, -2.1997, -1.1314], [0.9124, -2.5858, -2.3411], [1.8096, -2.3845, -3.2878], [2.9385, -1.8836, -2.6586], [2.7090, -1.7788, -1.2789], [3.8454, -1.2810, -0.1130], [4.1685, -1.5768, -3.3869], [4.6938, -0.1765, -3.1171], [5.1822, -2.6562, -3.1836], [3.8836, -1.5710, -4.8829], [0.5768, -2.0079, 2.6102], [-0.8500, -1.1795, 2.7991], [1.7614, -0.1805, 6.0644], [0.5932, -0.0979, 4.7326], [2.2717, -0.0890, 4.3607], [2.9375, -2.1823, 6.6076], [3.7276, -1.9584, 5.0113], [2.9743, -3.5605, 5.5241], [0.4801, -2.3251, 6.8005], [0.4708, -3.8083, 5.6868], [-0.5722, -2.3254, 5.4413], [3.1571, -3.7327, 3.5026], [2.6679, -3.7423, 0.7903], [0.3823, -0.6859, 0.3287], [-0.2692, -4.5717, 0.2710], [-2.6646, -5.1718, -0.7877], [-4.8447, -4.9640, -0.6101], [-4.2543, -4.9488, -2.3294], [-5.8773, -4.2618, -1.9235], [-4.7584, -2.7019, 0.7310], [-6.1163, -2.3682, -0.4370], [-4.8140, -1.2413, -0.1850], [-4.0449, -2.9534, -3.4537], [-3.9506, -1.3323, -2.7770], [-5.5364, -2.1031, -2.9041], [-0.0932, -2.9157, -2.4576], [1.7017, -2.5219, -4.3519], [5.0410, -0.0998, -2.1012], [3.9018, 0.5841, -3.2747], [5.4796, 0.0157, -3.8420], [5.4753, -2.7909, -2.1583], [6.0021, -2.3759, -3.8513], [4.8024, -3.6746, -3.4547], [3.0822, -0.9207, -5.1152], [3.6004, -2.5906, -5.2309], [4.7615, -1.2419, -5.4341], [-2.9696, 2.1199, 1.9205], [-1.8998, 2.7506, 2.6233], [-1.5264, 3.8949, 1.8743], [-2.3401, 3.9476, 0.7054], [-3.2439, 2.8671, 0.7551], [-4.3249, 2.5722, -0.2037], [-2.4907, 5.1695, -0.1465], [-0.4316, 4.9064, 2.2833], [-1.4127, 2.2806, 3.9609], [-3.6266, 0.8282, 2.3974], [-4.4102, 1.4611, -0.3451], [-4.2171, 3.0303, -1.1808], [-5.3008, 2.9450, 0.1415], [-1.6219, 5.4078, -0.7149], [-2.7525, 6.0544, 0.4602], [-3.2900, 5.0470, -0.8566], [0.5451, 4.4167, 2.4489], [-0.7024, 5.4277, 3.1925], [-0.3192, 5.6203, 1.4848], [-0.5725, 2.9156, 4.4359], [-0.9564, 1.2990, 3.8115], [-2.2215, 2.2232, 4.6682], [-4.5330, 1.0519, 2.9258], [-3.0129, 0.3168, 3.1422], [-3.7934, 0.1112, 1.5669], [-1.5616, 2.8233, -2.2322], [-0.9036, 1.7462, -3.4369], [-1.5952, 1.7983, -4.7370], [-2.1763, 1.7732, -5.7312], [0.2118, 0.9724, -3.2415], [1.2317, 0.8741, -1.8257], [0.6307, 0.2120, -4.4009], [1.0166, -0.4207, -5.2713], [1.2602, 1.6970, 2.0565], [1.9743, 5.7664, -0.1737], [1.6893, 4.0367, -0.7314], [3.3281, 3.3393, -0.3138], [1.8383, 4.2655, -2.5687], [2.8199, 6.2390, -0.7022], [2.2386, 5.7167, 0.8924], [1.0972, 6.3864, -0.2765], [4.0512, 4.0144, -0.7272], [3.3824, 2.3474, -0.7691], [3.4319, 3.3286, 0.7755], [2.5937, 5.0130, -2.8283], [0.8303, 4.5416, -2.9915], [2.1142, 3.3105, -3.0474]], "atomic_forces_ev_per_a": [[0.0693, 0.2741, -0.2781], [0.2701, 0.4894, 0.1086], [-0.0323, 1.1263, 1.0998], [-0.5085, -0.5046, 0.1529], [1.2169, -0.3400, -1.0884], [0.0641, -0.4446, -0.5527], [-0.0946, -0.3926, 0.5998], [-0.0245, 0.0899, -0.1157], [0.1260, -0.7455, 0.4573], [-0.5683, 1.3909, 0.3894], [-0.8614, -0.6985, 0.2733], [0.9413, 0.5541, -0.2997], [-0.0037, 0.1471, 0.4179], [0.1318, 0.8699, 0.1433], [0.6582, -1.2812, -0.3549], [0.1274, 0.3309, 0.0667], [0.2038, -0.5816, 0.3857], [-0.2319, -0.2125, -0.4694], [-0.5481, 0.2279, -1.3786], [0.6062, 2.2482, -0.1515], [0.0059, -0.0534, 1.4993], [-0.9017, -0.0722, 0.2454], [0.8670, -0.1159, -0.4182], [0.0182, 0.0708, 0.5742], [0.4446, -0.1217, -1.6678], [-0.4196, -0.0765, -0.3082], [-0.4641, 0.2679, -0.8301], [-0.4559, 0.4181, 0.2409], [0.3824, -1.1902, -0.0585], [-0.1005, -1.4266, -0.3437], [0.7336, -0.2150, -0.5947], [-0.8340, 0.2850, 0.2899], [-0.1164, -0.2924, -0.2627], [-0.4242, 0.0467, -0.0308], [-0.0863, -0.2741, 0.1731], [-0.0976, 0.0846, -0.3964], [-0.2805, -0.4444, 0.1733], [0.4742, 0.1653, -0.0429], [0.1818, -0.3036, 0.5523], [-0.3532, 0.9205, 0.4335], [-0.3304, -0.1443, -0.4302], [0.3008, -0.0908, -0.2674], [-0.1189, 0.2182, 0.1494], [0.0746, -0.7548, -0.6094], [-0.2310, 0.3832, -0.1584], [-0.3276, -0.6648, -0.0555], [-0.1152, 0.0172, -0.1944], [-0.5280, 0.4368, 0.6971], [0.6250, -0.3419, 0.3274], [-0.0652, -0.5246, 0.7227], [0.0889, -0.1534, 0.4345], [0.2056, 0.5039, -0.0005], [-0.0288, -0.3419, -0.5664], [-0.4917, -0.9499, 0.2193], [0.0661, -0.3191, -0.0306], [-0.3771, -0.0980, 0.0552], [0.1664, 0.0675, 0.3417], [0.2634, 0.2472, 0.2703], [0.2827, -0.5121, 0.1254], [0.3135, 0.1109, 0.0852], [0.4654, 0.4423, 0.5321], [0.3638, -0.4480, 0.3491], [0.0464, 0.8933, -0.2596], [-0.6892, 0.6592, -0.3118], [0.2821, 0.5970, 0.0329], [0.1485, -0.1114, 0.0622], [0.5890, -0.8294, 0.4219], [-0.4176, 0.4504, -0.4406], [0.9116, 0.0585, 0.4151], [0.0613, 0.5828, 0.7977], [0.4369, -0.1565, 0.1806], [-1.0812, -0.9374, -0.3153], [-0.4464, 0.1356, 0.5111], [-0.5529, -1.2920, -0.4001], [1.9822, 0.7313, 0.0884], [0.6413, 0.1972, -0.5711], [-0.0984, 0.9352, -0.0298], [0.4273, -0.0805, -0.1758], [-0.0134, -0.1911, 0.2491], [0.8801, 0.2322, -0.4669], [0.1207, -0.2249, -0.0468], [-0.3726, -0.1313, -0.3817], [-0.4296, 0.0683, -0.0840], [-0.1253, 0.2337, 0.3169], [0.1153, 0.4255, -0.2396], [-1.3345, -0.6981, -0.9574], [-0.1227, -0.0635, 0.3977], [-0.4225, -0.1223, 0.4150], [-0.9600, 0.0324, 0.0685], [0.1860, 0.0715, -0.1983], [-0.1124, 0.4256, 0.4685], [0.1572, -0.2703, -0.2787], [-0.3908, 0.8554, -0.1005], [0.5953, -0.7229, 1.1772], [-0.0077, 0.2215, -0.1170], [0.1393, 0.0603, -0.6267], [-0.8095, 0.3609, -0.5549], [-0.3373, 0.6370, 1.4249], [0.0367, -0.3373, -1.2485], [0.4250, 0.0328, 0.0134], [0.8313, -0.0024, 0.2648], [-0.7020, -0.2755, -0.2229], [-0.6084, 0.1525, 0.0500], [-0.7523, -0.1854, -0.3335], [-0.2161, -0.1117, 0.0702], [-0.1526, 0.0841, -0.1855], [-0.3339, 0.1623, -0.0893], [0.7946, 0.2369, -0.3536], [0.2167, 0.0362, 0.3416], [-0.0526, -0.3605, -0.2124], [-0.0635, 0.0770, 0.0166], [0.9916, -0.1329, 0.4598], [-0.1291, 0.2865, 0.3280]]}

# 2
{"formula": "C38H58BiBrN7O6SeSi2", "method": "ωB97M-V with the def2-TZVPD basis set", "homo_ev": -4.33, "lumo_energy_ev": 1.67, "gap_ev": 6.0, "total_charge": -1, "elements": ["Bi", "C", "C", "C", "C", "C", "C", "C", "Br", "C", "O", "C", "C", "C", "C", "C", "C", "H", "H", "H", "H", "H", "H", "H", "H", "H", "H", "H", "H", "H", "H", "H", "H", "H", "H", "H", "H", "O", "C", "O", "C", "C", "N", "N", "C", "C", "O", "O", "H", "H", "H", "Se", "C", "C", "C", "N", "C", "C", "H", "H", "H", "H", "N", "C", "C", "C", "C", "C", "N", "H", "H", "H", "H", "H", "H", "C", "N", "C", "N", "O", "H", "H", "H", "H", "H", "H", "C", "Si", "C", "C", "C", "Si", "C", "C", "C", "H", "H", "H", "H", "H", "H", "H", "H", "H", "H", "H", "H", "H", "H", "H", "H", "H", "H", "H"], "positions_angstrom": [[-0.1462, 0.9661, 0.6843], [0.6693, -5.7493, -5.3869], [1.2780, -4.3468, -5.3092], [2.7914, -4.4802, -5.5379], [0.6608, -3.4942, -6.4297], [1.0029, -3.6667, -3.9698], [1.5995, -2.4477, -3.6653], [1.2489, -1.8049, -2.5027], [2.1190, -0.1284, -2.1176], [0.2778, -2.2373, -1.5497], [-0.0796, -1.4860, -0.5865], [-0.2147, -3.5602, -1.8199], [0.1360, -4.1860, -3.0103], [-1.0756, -4.3773, -0.8386], [-2.4282, -4.7156, -1.4853], [-1.3584, -3.7062, 0.5072], [-0.3249, -5.6865, -0.5248], [0.9180, -6.2012, -6.3499], [-0.4181, -5.7141, -5.3034], [1.0630, -6.3913, -4.5963], [2.9953, -5.0176, -6.4683], [3.2440, -5.0316, -4.7118], [3.2741, -3.5044, -5.6017], [0.8687, -3.9279, -7.4132], [1.0573, -2.4782, -6.4073], [-0.4210, -3.4361, -6.2968], [2.3259, -1.9939, -4.3275], [-0.2862, -5.1652, -3.1960], [-2.9772, -3.7979, -1.7055], [-3.0280, -5.3211, -0.8001], [-2.3040, -5.2748, -2.4145], [-1.9635, -2.8111, 0.3944], [-0.4345, -3.4254, 1.0103], [-1.8972, -4.4102, 1.1488], [-0.1664, -6.2902, -1.4200], [-0.8935, -6.2829, 0.1938], [0.6505, -5.4628, -0.0882], [-0.7340, -3.4932, 5.3803], [0.5504, -3.5786, 5.1205], [1.3089, -4.2297, 5.8105], [1.0634, -2.8512, 3.9291], [2.3603, -2.9666, 3.4922], [2.4951, -2.1211, 2.4569], [1.3827, -1.4454, 2.1932], [0.4926, -1.8701, 3.0618], [-0.8831, -1.2849, 3.0675], [-1.7349, -1.8328, 3.7846], [-1.1542, -0.2447, 2.3763], [-1.2116, -2.9146, 4.6961], [3.1619, -3.5835, 3.8607], [3.3207, -1.9336, 1.9166], [-2.3460, 0.1390, -0.4753], [-4.0667, 1.0452, -0.5943], [-4.9378, 0.4825, -1.5306], [-6.1839, 1.0463, -1.7215], [-6.6230, 2.1206, -1.0616], [-5.7982, 2.6360, -0.1558], [-4.5317, 2.1402, 0.1204], [-4.6113, -0.3862, -2.0903], [-6.8717, 0.6225, -2.4467], [-6.1730, 3.5014, 0.3833], [-3.9251, 2.5987, 0.8844], [2.2863, 3.0426, -0.9709], [1.2221, 3.1169, -1.8181], [1.3771, 3.7701, -3.0542], [0.2899, 3.9245, -3.8769], [-0.9425, 3.4210, -3.4719], [-1.0079, 2.7754, -2.2577], [0.0359, 2.6171, -1.4343], [3.1928, 3.1950, -1.3775], [2.2734, 2.3540, -0.2336], [2.3556, 4.1431, -3.3294], [0.3937, 4.4256, -4.8310], [-1.8254, 3.5215, -4.0859], [-1.9393, 2.3403, -1.9163], [4.7181, 2.6593, 2.8006], [5.2119, 1.6922, 1.8290], [4.2907, 0.9548, 1.1350], [4.8032, -0.0266, 0.3110], [3.0921, 1.1645, 1.2339], [5.5652, 3.1209, 3.3010], [4.0607, 2.1912, 3.5356], [4.1459, 3.4284, 2.2830], [6.1128, 1.2800, 1.9982], [5.7758, 0.0505, 0.0621], [4.1950, -0.2604, -0.4703], [-0.4523, 3.9479, 5.0889], [-0.6572, 2.4843, 3.8701], [-2.4923, 2.0772, 4.0624], [0.6475, 1.2906, 4.5840], [-0.1521, 2.8950, 2.0890], [-0.7201, 4.5715, 1.4617], [0.4177, 5.3364, 0.1410], [-2.4672, 4.4989, 0.7565], [-0.8015, 5.9563, 2.7676], [-0.3118, 3.5557, 6.0994], [-1.3303, 4.5960, 5.1101], [0.4166, 4.5673, 4.8552], [-2.6831, 1.6553, 5.0522], [-2.8347, 1.3530, 3.3274], [-3.0847, 2.9918, 3.9658], [0.1864, 0.4212, 5.0550], [1.2510, 1.7861, 5.3464], [1.3187, 0.9285, 3.8015], [0.9499, 2.9310, 2.1070], [0.0399, 5.1537, -0.8686], [1.4280, 4.9295, 0.1801], [0.4887, 6.4182, 0.2729], [-2.4978, 3.9174, -0.1677], [-2.8546, 5.4971, 0.5402], [-3.1374, 4.0310, 1.4811], [0.1265, 6.0432, 3.3366], [-1.6084, 5.7976, 3.4852], [-0.9819, 6.9150, 2.2754]], "atomic_forces_ev_per_a": [[0.4214, -0.3296, 0.4762], [0.0429, 0.1055, 0.0203], [0.0295, 0.0195, -0.0236], [-0.0826, 0.0036, 0.0104], [0.0626, -0.0923, 0.0035], [-0.0385, -0.1015, 0.0024], [-0.0748, -0.0470, 0.0337], [0.1613, 0.1617, 0.0133], [-0.0478, -0.1447, -0.0908], [-0.0258, 0.1751, -0.0853], [0.1096, -0.0567, 0.2407], [0.0802, 0.0469, 0.1383], [0.0526, -0.0132, -0.0782], [0.0002, -0.0934, -0.0105], [0.0575, 0.0241, 0.0485], [0.0237, 0.0650, -0.0199], [-0.0733, 0.0226, -0.0383], [-0.0064, -0.0101, -0.0076], [-0.0008, -0.0426, 0.0243], [-0.0372, -0.0304, -0.0036], [-0.0024, 0.0185, -0.0160], [0.0412, 0.0004, -0.0152], [0.0250, -0.0019, 0.0157], [-0.0013, 0.0056, -0.0011], [0.0013, 0.0066, -0.0174], [-0.0040, 0.0353, -0.0186], [-0.0190, 0.0403, -0.0084], [-0.0411, 0.0208, 0.0115], [-0.0110, -0.0100, -0.0082], [-0.0207, 0.0014, -0.0052], [-0.0238, 0.0073, -0.0139], [0.0099, 0.0988, 0.0275], [0.0091, 0.0337, -0.0051], [-0.0088, -0.0300, -0.0337], [0.0218, -0.0251, 0.0290], [-0.0076, -0.0072, -0.0071], [0.0053, -0.0108, 0.0044], [-0.0492, -0.2015, 0.0954], [0.1134, -0.2557, 0.0408], [-0.0051, 0.0512, -0.0469], [-0.1492, 0.2296, -0.0394], [-0.0246, -0.0992, 0.1191], [0.1570, 0.0070, 0.0235], [-0.0892, 0.4896, -0.2716], [0.0505, -0.0855, 0.1570], [-0.5154, 0.2508, -0.0764], [0.0063, 0.0165, -0.0767], [0.6487, -0.1503, 0.2379], [0.0719, 0.1948, 0.0635], [-0.0165, -0.0007, -0.0062], [0.0302, 0.0208, -0.1509], [-1.2912, -0.2322, -0.5601], [0.4113, 0.0171, 0.0836], [0.2704, -0.0253, 0.0546], [-0.0459, 0.0365, 0.0182], [-0.0780, -0.0228, -0.0453], [-0.0160, -0.0137, 0.0046], [0.0639, -0.2078, 0.1210], [-0.1450, 0.0290, -0.0929], [0.0315, -0.0213, -0.0018], [0.0563, -0.0104, 0.0269], [-0.1890, -0.2387, -0.1046], [0.0984, -0.2252, 0.1094], [-0.3733, 0.0342, -0.4570], [0.0545, -0.0315, 0.0786], [0.0420, -0.0393, 0.0296], [-0.0347, 0.0451, 0.0067], [-0.1028, 0.0171, -0.0216], [0.4875, 0.1824, -0.0534], [-0.0003, -0.0256, -0.0181], [0.0788, -0.1254, 0.1280], [-0.0173, 0.0197, -0.0269], [0.0176, 0.0099, 0.0042], [-0.0195, -0.0321, 0.0255], [0.0456, 0.0109, -0.0150], [-0.0948, -0.1241, -0.0605], [-0.0804, 0.0127, 0.1542], [0.1026, 0.0009, -0.1563], [-0.0586, -0.0233, -0.0170], [-0.0637, 0.2175, -0.0562], [0.0220, 0.0005, -0.0027], [0.0284, 0.0283, 0.0313], [0.0199, 0.0168, 0.0498], [0.0280, 0.0017, -0.0356], [0.0098, 0.0201, -0.0302], [-0.0900, -0.1074, 0.1884], [-0.0560, -0.0052, -0.1823], [0.2913, 0.3837, 0.3799], [0.3346, -0.2142, -0.1767], [-0.3782, -0.1959, -0.2842], [-0.4077, 0.1165, 0.0751], [-0.1169, 0.4669, -0.2874], [-0.0916, -0.1175, 0.0584], [0.3315, 0.0283, 0.1130], [-0.0113, -0.2436, 0.0593], [-0.0242, -0.1183, -0.0172], [0.0905, -0.0168, 0.0449], [0.0077, -0.0563, 0.0796], [0.0045, 0.0373, 0.0190], [-0.0354, -0.0923, -0.0573], [0.0646, 0.0311, 0.0077], [0.0085, -0.0975, 0.0156], [-0.0384, 0.1152, -0.0360], [-0.0097, -0.0829, -0.0010], [0.0247, 0.0618, 0.0959], [-0.0160, 0.0721, 0.0924], [-0.0244, 0.0676, 0.0557], [-0.0904, 0.0113, 0.0885], [-0.0495, 0.0172, 0.0764], [0.0582, 0.0452, 0.0039], [0.1120, 0.2255, 0.0077], [-0.0295, 0.0589, -0.0541], [0.0345, 0.0494, -0.0602], [-0.0083, -0.0550, -0.1368]]}